This record from the Open Molecules 2025 dataset describes C4H4OS2 in the gas phase. The level of theory is ωB97M-V/def2-TZVPD.

Molar mass, g/mol: 132.21
Calculated total energy, hartree: -1026.29443
Energy relative to the best compared isomer or geometry (same formula, charge and spin), eV: 3.2690
Total charge: 0
Spin multiplicity: 1

Positions of all 11 atoms, in Å:
C: -0.4133 -0.2002 -0.4450
C: 0.1908 -1.5152 -0.7580
C: -1.5363 -0.0359 0.5572
C: -0.2060 0.3983 1.0044
O: -3.4070 -0.7963 -0.9282
S: 0.9588 -2.4127 0.3710
S: -3.0862 -0.3458 0.4475
H: -0.6286 0.2942 -1.3743
H: 0.1764 -1.6715 -1.9181
H: 0.3587 -0.0956 1.8028
H: -0.0932 1.4960 1.1998

This record from the Open Molecules 2025 dataset describes a molecular structure, C37H38Cl5LuN2P2Si2. The level of theory is ωB97M-V/def2-TZVPD.

Molar mass, g/mol: 981.08
Calculated total energy, hartree: -6340.63676
Total charge: 0
Spin multiplicity: 1

Positions of all 87 atoms, in Å:
Lu: 0.6346 1.5582 -0.2301
C: -1.4772 3.2560 3.3228
Si: -1.7804 2.8807 1.5261
C: -0.7010 4.1454 0.6000
C: -3.5689 3.1864 1.1293
N: -1.2485 1.3779 0.8857
P: -0.8848 -0.1302 1.4298
C: 0.6079 -0.6693 0.7888
P: 0.7486 -1.0814 -0.8566
N: 0.3175 0.1305 -1.8826
Si: -0.9373 0.3343 -3.0546
C: -2.2107 -1.0201 -3.1683
C: -1.8026 1.9403 -2.5949
C: -0.1914 0.5997 -4.7392
C: 2.5539 -1.2382 -1.1162
C: 3.3520 -1.8437 -0.1444
C: 4.7289 -1.8905 -0.3013
C: 5.3241 -1.3260 -1.4259
C: 4.5383 -0.7260 -2.3977
C: 3.1561 -0.6869 -2.2443
C: 0.1158 -2.6727 -1.4603
C: -0.5642 -3.5450 -0.6234
C: -1.0207 -4.7665 -1.1071
C: -0.7772 -5.1237 -2.4243
C: -0.0700 -4.2652 -3.2605
C: 0.3756 -3.0447 -2.7806
C: -0.7268 -0.1089 3.2445
C: -1.8542 0.0649 4.0493
C: -1.7337 0.1181 5.4284
C: -0.4797 0.0001 6.0174
C: 0.6444 -0.1873 5.2255
C: 0.5207 -0.2516 3.8415
C: -2.3693 -1.1522 1.1999
C: -2.5300 -2.3358 1.9241
C: -3.6293 -3.1481 1.6975
C: -4.5766 -2.7861 0.7431
C: -4.4287 -1.6067 0.0300
C: -3.3288 -0.7885 0.2632
H: -1.4481 4.3443 3.4373
H: -2.2644 2.8692 3.9719
H: -0.5249 2.8494 3.6735
H: -1.2016 5.1160 0.5656
H: 0.2554 4.2994 1.1129
H: -0.4970 3.8918 -0.4494
H: -3.8880 4.1646 1.5032
H: -3.7429 3.1585 0.0497
H: -4.2032 2.4241 1.5931
H: -2.4827 -1.4200 -2.1886
H: -3.1132 -0.6144 -3.6374
H: -1.8552 -1.8538 -3.7774
H: -2.2712 1.8735 -1.6087
H: -1.0864 2.7740 -2.5893
H: -2.5763 2.2065 -3.3210
H: 0.3966 -0.2647 -5.0632
H: -0.9757 0.7684 -5.4851
H: 0.4682 1.4716 -4.7342
H: 2.8829 -2.2404 0.7479
H: 5.3438 -2.3545 0.4603
H: 6.4015 -1.3481 -1.5376
H: 4.9993 -0.2735 -3.2683
H: 2.5385 -0.1918 -2.9846
H: -0.7256 -3.2673 0.4074
H: -1.5615 -5.4384 -0.4522
H: -1.1286 -6.0761 -2.8018
H: 0.1338 -4.5524 -4.2845
H: 0.9298 -2.3742 -3.4299
H: -2.8348 0.1505 3.5905
H: -2.6131 0.2526 6.0459
H: -0.3822 0.0452 7.0947
H: 1.6196 -0.2920 5.6844
H: 1.3821 -0.4231 3.2067
H: -1.7908 -2.6153 2.6670
H: -3.7518 -4.0628 2.2645
H: -5.4343 -3.4223 0.5635
H: -5.1686 -1.3216 -0.7076
H: -3.2107 0.1429 -0.2799
Cl: 2.8037 2.8611 -3.1385
C: 3.5538 2.7150 -1.5630
C: 2.7372 2.5044 -0.4654
C: 3.3858 2.3599 0.7432
Cl: 2.3113 2.0620 2.1093
C: 4.7585 2.4471 0.9125
Cl: 5.4678 2.2625 2.4714
C: 5.5414 2.6556 -0.2189
Cl: 7.2524 2.7402 -0.0721
C: 4.9381 2.7883 -1.4719
Cl: 5.9051 3.0108 -2.8801

This record from the Open Molecules 2025 dataset describes 2 unconnected molecules or ions with the total composition C33H38BNO3S2. The level of theory is ωB97M-V/def2-TZVPD.

Molar mass, g/mol: 571.62
Calculated total energy, hartree: -2381.76426
Energy relative to the best compared isomer or geometry (same formula, charge and spin), eV: 6.8316
Total charge: 0
Spin multiplicity: 1

Positions of all 78 atoms, in Å:
C: 3.3259 1.6937 1.3293
C: 2.0840 1.8205 2.1206
C: 1.9928 1.8096 3.5204
C: 0.7051 2.1473 3.9847
C: -0.2208 2.3597 2.9431
B: 1.3916 -2.3741 2.9652
C: -1.0800 3.4953 3.0257
C: -1.3860 4.2892 4.1471
C: -2.2948 5.3249 3.8521
C: -2.7639 5.2681 2.5462
C: -3.8272 6.0210 1.8445
S: -1.9077 4.0719 1.6136
O: 2.2210 -2.4824 1.8687
C: 3.4844 -3.0191 2.3451
C: 3.7478 -4.2799 1.5274
C: 4.5726 -1.9917 2.0575
C: 3.2115 -3.2545 3.8895
C: 2.7988 -4.6641 4.2718
C: 4.2946 -2.8048 4.8499
O: 2.0415 -2.4481 4.1627
S: 0.6014 2.2542 1.3404
H: 4.1746 1.4753 1.9813
H: 3.2257 0.9035 0.5763
H: 3.5279 2.6517 0.8383
H: 2.8459 1.5500 4.1728
H: 0.3439 2.2680 5.0093
H: -0.9575 4.0991 5.1246
H: -2.5985 6.0775 4.5893
H: -4.0998 6.9524 2.3591
H: -3.4379 6.2489 0.8411
H: -4.7167 5.3881 1.7313
H: 4.6898 -4.7594 1.8304
H: 2.9008 -4.9829 1.6230
H: 3.8402 -3.9857 0.4685
H: 5.5409 -2.4665 2.2650
H: 4.5760 -1.7335 0.9898
H: 4.4529 -1.0787 2.6500
H: 3.6704 -5.3269 4.1826
H: 2.5202 -4.6178 5.3378
H: 1.9573 -5.0239 3.6509
H: 5.0973 -3.5463 4.7823
H: 4.6822 -1.7939 4.6250
H: 3.8961 -2.8482 5.8789
C: -5.8344 3.3794 4.2083
O: -5.0964 3.1547 2.9775
C: -4.2593 2.0856 2.9978
C: -3.7803 1.6325 4.2425
C: -2.5420 1.0629 4.2441
C: -1.9029 0.6749 3.0475
C: -0.5824 0.0906 3.1356
C: -0.6213 -1.2301 3.6522
C: -0.3273 -2.5918 3.0100
C: -0.2802 -3.1191 1.6526
C: -0.3965 -4.4971 1.4555
C: -0.9535 -5.3629 2.4089
C: -1.4356 -4.8160 3.6137
C: -1.1313 -3.4957 3.8843
N: -1.6292 -2.7693 4.9498
C: -2.5772 -3.2097 5.9641
C: -1.1884 -1.4923 4.9035
C: -2.6264 0.7875 1.8255
C: -3.7399 1.5804 1.7675
H: -6.5804 4.1347 3.9289
H: -6.3315 2.4553 4.5551
H: -5.1771 3.7735 4.9953
H: -4.3169 1.8360 5.1687
H: -2.0456 0.9599 5.2044
H: 0.3042 0.3379 2.5512
H: -0.1027 -2.4626 0.8032
H: -0.0555 -4.9233 0.5069
H: -1.0283 -6.4346 2.2244
H: -1.9654 -5.4044 4.3597
H: -2.3687 -4.2567 6.1779
H: -2.4032 -2.5978 6.8571
H: -3.6310 -3.0933 5.6477
H: -1.4688 -0.8047 5.7001
H: -2.2194 0.3112 0.9307
H: -4.2624 1.8192 0.8409

This record from the Open Molecules 2025 dataset describes 11 unconnected molecules or ions with the total composition C66H66O22. The level of theory is ωB97M-V/def2-TZVPD.

Molar mass, g/mol: 1211.23
SMILES string: Oc1ccc(O)cc1.Oc1ccc(O)cc1.Oc1ccc(O)cc1.Oc1ccc(O)cc1.Oc1ccc(O)cc1.Oc1ccc(O)cc1.Oc1ccc(O)cc1.Oc1ccc(O)cc1.Oc1ccc(O)cc1.Oc1ccc(O)cc1.Oc1ccc(O)cc1
Calculated total energy, hartree: -4209.77996
Energy relative to the best compared isomer or geometry (same formula, charge and spin), eV: 0.3946
Total charge: 0
Spin multiplicity: 1

Positions of all 154 atoms, in Å:
O: 0.3069 1.3624 3.5267
C: 1.2632 0.6469 4.2507
C: 1.0505 -0.6934 4.5111
C: 1.8862 -1.4736 5.3063
C: 3.0405 -0.9241 5.8679
O: 3.7874 -1.6625 6.7573
C: 3.3881 0.4069 5.4858
C: 2.5267 1.1440 4.6151
H: 0.4743 2.3184 3.5764
H: 0.2790 -1.2336 3.9681
H: 1.5992 -2.4708 5.4966
H: 3.1998 -2.2709 7.1854
H: 4.2939 0.8315 5.8428
H: 2.7799 2.1614 4.3518
O: -2.3930 -2.7312 0.0644
C: -2.9259 -3.2924 1.2070
C: -2.2803 -3.5718 2.4185
C: -2.9532 -3.9433 3.5637
C: -4.3446 -3.9230 3.5829
O: -4.9860 -4.3050 4.7333
C: -4.9454 -3.7612 2.3354
C: -4.2817 -3.5426 1.1597
H: -1.6140 -3.2264 -0.1399
H: -1.2071 -3.4953 2.3430
H: -2.3970 -4.2479 4.4440
H: -5.9051 -4.0438 4.5978
H: -6.0866 -3.9159 2.3025
H: -4.8908 -3.6052 0.2952
O: 1.7616 6.0801 2.7182
C: 2.8999 5.2769 2.8542
C: 3.7572 5.4516 3.8680
C: 4.7944 4.5231 4.0259
C: 4.9840 3.5276 3.0393
O: 6.0381 2.6760 3.1481
C: 4.0211 3.2779 2.0646
C: 2.9693 4.1578 1.9779
H: 1.7610 6.7563 3.4253
H: 3.6821 6.2792 4.5880
H: 5.4325 4.5371 4.8805
H: 6.4856 2.5047 2.3326
H: 3.9759 2.3483 1.4907
H: 2.1818 4.0768 1.2221
O: 0.0967 3.9381 4.2166
C: -1.2177 4.0833 3.7958
C: -2.1533 3.7880 4.7456
C: -3.4706 3.8264 4.4109
C: -3.8764 4.1258 3.1321
O: -5.1868 4.2085 2.6951
C: -2.9054 4.3799 2.1627
C: -1.5750 4.4261 2.5380
H: 0.7107 4.5585 3.8224
H: -1.9123 3.4404 5.6752
H: -4.1973 3.6536 5.1867
H: -5.7206 4.4639 3.4204
H: -3.2123 4.6271 1.1728
H: -0.8000 4.6572 1.8682
O: 4.3447 -1.4768 -1.8765
C: 4.0319 -1.9765 -0.6745
C: 3.4027 -1.1770 0.2887
C: 3.1408 -1.6566 1.5474
C: 3.5022 -2.9225 1.9181
O: 3.4268 -3.4991 3.1583
C: 4.2575 -3.6925 0.9995
C: 4.5069 -3.2915 -0.3084
H: 3.9927 -0.5486 -2.0101
H: 3.0916 -0.2097 -0.0210
H: 2.5312 -1.0271 2.2217
H: 3.4894 -2.8206 3.9032
H: 4.6282 -4.6302 1.3447
H: 5.0187 -3.8402 -1.1276
O: -4.5246 -2.5381 -4.6225
C: -4.1540 -1.3232 -4.1821
C: -3.5422 -1.1194 -2.9474
C: -3.0884 0.1087 -2.5702
C: -3.3237 1.2130 -3.3909
O: -3.0660 2.4715 -2.9343
C: -3.8850 1.0358 -4.6700
C: -4.2889 -0.2168 -5.0444
H: -4.2473 -3.1500 -3.9363
H: -3.4152 -1.8848 -2.2118
H: -2.6794 0.2991 -1.6116
H: -3.0766 2.3694 -2.0026
H: -4.1290 1.9386 -5.2578
H: -4.5525 -0.4729 -6.0705
O: 0.1712 -5.1991 -6.5620
C: 0.2012 -3.8110 -6.4098
C: -1.0142 -3.1700 -6.2228
C: -1.0417 -1.8166 -6.0317
C: 0.1204 -1.0962 -5.9031
O: 0.1034 0.2706 -5.6011
C: 1.3514 -1.7770 -6.1084
C: 1.3837 -3.1339 -6.3756
H: 1.0434 -5.5642 -6.3047
H: -1.9956 -3.7718 -6.2768
H: -1.8962 -1.2084 -5.8490
H: -0.8370 0.6038 -5.6174
H: 2.2800 -1.2037 -5.9929
H: 2.3753 -3.5993 -6.5516
O: -3.2311 2.1835 -0.3298
C: -4.4899 1.7488 -0.0155
C: -5.5046 2.4102 -0.5471
C: -6.8065 2.0537 -0.3396
C: -7.0504 0.9184 0.4921
O: -8.3524 0.8209 1.0123
C: -6.0047 0.0735 0.9770
C: -4.7156 0.5067 0.6560
H: -2.6017 1.6883 0.2577
H: -5.2256 3.3515 -1.0172
H: -7.5889 2.7259 -0.7652
H: -8.9456 1.2427 0.3850
H: -6.2083 -0.8473 1.4951
H: -3.7991 -0.1250 0.8590
O: 0.7394 -3.6430 0.4880
C: 0.3066 -4.0514 -0.7453
C: 0.6026 -3.4859 -1.9617
C: 0.1666 -3.9104 -3.1668
C: -0.8548 -4.8642 -3.1043
O: -1.2600 -5.5028 -4.2573
C: -1.1973 -5.4847 -1.9076
C: -0.5976 -5.1428 -0.7378
H: 1.0179 -2.6658 0.3821
H: 1.3108 -2.7268 -2.0081
H: 0.5897 -3.4056 -4.0437
H: -0.6723 -5.4130 -4.9763
H: -1.9409 -6.3001 -1.9513
H: -0.8165 -5.6334 0.2268
O: -0.7287 0.2009 1.0682
C: 0.0197 0.5116 -0.0147
C: 0.6168 1.8120 -0.1516
C: 1.0840 2.1437 -1.3940
C: 1.0880 1.2980 -2.4995
O: 1.5178 1.8625 -3.6798
C: 0.6722 -0.0223 -2.3354
C: 0.0025 -0.3275 -1.1442
H: -0.4457 0.8123 1.8261
H: 0.6468 2.4345 0.7235
H: 1.3919 3.1804 -1.6107
H: 1.2965 1.3049 -4.4476
H: 0.5731 -0.6557 -3.1875
H: -0.5205 -1.2359 -0.9352
O: 6.7040 3.4963 0.3593
C: 6.0504 2.9005 -0.7022
C: 6.5743 1.6544 -1.1282
C: 5.8087 1.0031 -2.1079
C: 4.6927 1.5915 -2.6825
O: 4.0923 0.9770 -3.7134
C: 4.2608 2.8116 -2.2462
C: 4.9677 3.5133 -1.2702
H: 6.1910 4.2967 0.4195
H: 7.5804 1.4007 -0.8660
H: 6.2922 0.1335 -2.5544
H: 3.1625 1.1691 -3.8268
H: 3.3730 3.1586 -2.7733
H: 4.5384 4.3791 -0.7135

Q: molar mass of number 1 (C4H4OS2)?
A: 132.21 g/mol

Q: molar mass of number 3 (C33H38BNO3S2)?
A: 571.62 g/mol